1.
Density functional theory data (wB97M-V/def2-TZVPD) for 2 unconnected molecules or ions with the total composition C4H6N4O2.

```
16
Properties=species:S:1:pos:R:3:lowdin_charge:R:1
C -2.65 0.98 0.15 -0.1613
C -1.92 1.99 -0.55 -0.1202
C 1.54 -1.75 -0.73 -0.0368
C 0.98 -0.94 0.42 0.0026
N -1.80 0.01 0.47 0.0113
N -0.61 1.55 -0.63 0.0410
N -0.64 0.43 0.07 -0.1233
N 1.70 0.12 0.99 -0.4348
O 1.29 0.54 2.05 0.1047
O 2.70 0.47 0.40 0.0992
H -3.70 0.85 0.25 0.0795
H -2.14 3.01 -0.81 0.0794
H 2.17 -1.00 -1.29 0.1018
H 2.04 -2.71 -0.34 0.1224
H 0.85 -2.19 -1.50 0.1016
H 0.18 -1.38 1.04 0.1330
```

## Properties
Lowest unoccupied orbital energy in eV: -2.21
Molecular weight in g/mol: 142.1
F_max in eV/A: 6.0
Total energy in a.u.: -525.27559
HOMO in eV: -9.58
2S+1: 1
Energy relative to the best compared isomer or geometry (same formula, charge and spin) in kJ/mol: 875.1
Orbital gap in eV: 7.37

2.
Density functional theory data (wB97M-V/def2-TZVPD) for C4H6N4O2S3 in the gas phase.

```
19
Properties=species:S:1:pos:R:3:lowdin_charge:R:1
C -0.14 1.98 0.04 -0.5944
C 0.84 -1.83 -0.53 -0.6242
C -0.19 0.51 -0.45 -0.3352
C 0.25 -0.69 0.48 -0.9520
N -1.56 0.40 -0.78 -0.0011
N -2.40 0.02 0.02 -0.6671
N 0.64 2.81 -0.62 0.1875
N 1.00 -2.99 -0.01 0.1662
O -1.00 2.28 0.86 0.0455
O 1.13 -1.55 -1.66 0.0573
S -3.93 0.00 -0.12 0.7153
S -0.97 -1.32 1.58 0.7457
S 1.58 0.25 1.44 0.7592
H 0.22 0.30 -1.43 0.1275
H 1.31 2.59 -1.37 0.1409
H 0.42 3.79 -0.52 0.1187
H 0.62 -3.15 0.96 0.0985
H 1.44 -3.78 -0.42 0.1183
H 0.73 0.39 2.50 -0.1066
```

## Properties
Lowest unoccupied orbital energy (alpha / beta) in eV: -1.99 / -2.16
Molecular weight in g/mol: 238.3
F_max in eV/A: 5.5
Total energy in a.u.: -1719.97505
HOMO (alpha / beta) in eV: -8.89 / -8.80
2S+1: 1
Energy relative to the best compared isomer or geometry (same formula, charge and spin) in kJ/mol: 151.1
Orbital gap (alpha / beta) in eV: 6.89 / 6.64

3.
Density functional theory data (wB97M-V/def2-TZVPD) for a molecular structure, C4H6N6O.

```
17
Properties=species:S:1:pos:R:3:lowdin_charge:R:1
C 1.49 -0.31 -0.07 -0.4017
C -0.02 1.27 -0.03 -0.3192
C -1.04 0.29 -0.17 -0.1792
C -0.69 -1.07 0.07 -0.3990
H 2.83 -1.82 -0.24 0.0936
H 3.85 -0.21 -0.36 0.1750
H -1.16 3.37 0.79 0.2261
H 0.73 3.17 0.52 0.1767
H -0.94 -3.06 0.13 0.1645
H -2.47 -1.68 -0.32 0.1490
N 2.88 -0.77 -0.02 0.0391
N 1.36 1.10 -0.33 0.1209
N -0.32 2.68 0.07 -0.0083
N -2.38 0.68 -0.09 0.0183
N -1.49 -2.12 0.11 0.1414
N 0.62 -1.27 0.15 0.1108
O -3.26 -0.24 -0.20 -0.1078
```

## Properties
Lowest unoccupied orbital energy in eV: -0.54
Molecular weight in g/mol: 154.1
F_max in eV/A: 6.6
Total energy in a.u.: -559.62595
HOMO in eV: -9.04
2S+1: 1
Energy relative to the best compared isomer or geometry (same formula, charge and spin) in kJ/mol: 577.3
Orbital gap in eV: 8.50

4.
Density functional theory data (wB97M-V/def2-TZVPD) for a molecular structure, C4H6NO.

```
12
Properties=species:S:1:pos:R:3:lowdin_charge:R:1
C 1.99 0.11 0.06 -0.1795
C 0.98 -0.99 -0.13 -0.0350
C 0.35 1.09 0.55 -0.0349
C -0.28 -0.26 0.42 -0.1206
N -0.57 0.83 -0.52 0.1135
O 3.11 0.33 0.06 0.2589
H 0.89 -1.20 -1.14 0.1010
H 1.19 -2.03 0.40 0.1984
H 0.12 1.94 1.22 0.1443
H -0.89 -0.63 1.17 0.1396
H -1.43 1.43 -0.64 0.2223
H -0.06 0.86 -1.43 0.1919
```

## Properties
Lowest unoccupied orbital energy in eV: -3.94
Molecular weight in g/mol: 84.1
F_max in eV/A: 4.1
Total energy in a.u.: -285.61461
HOMO in eV: -14.42
2S+1: 1
Energy relative to the best compared isomer or geometry (same formula, charge and spin) in kJ/mol: 282.5
Total charge: +1
Orbital gap in eV: 10.48

5.
Density functional theory data (wB97M-V/def2-TZVPD) for 2 unconnected molecules or ions with the total composition C4H6NO.

```
12
Properties=species:S:1:pos:R:3:lowdin_charge:R:1
C 0.78 0.10 3.56 0.1781
C 0.89 0.60 2.46 0.0139
C -0.71 -0.21 -0.40 -0.0800
C -0.35 -0.13 -2.92 -0.0218
N -0.32 -0.11 -1.52 0.1644
O -0.96 -0.35 0.80 0.2091
H 0.46 -0.26 4.54 0.0923
H 1.47 1.10 1.85 0.0208
H -0.30 -0.04 1.56 0.0873
H 0.63 -0.01 -3.35 0.0964
H -0.59 -1.24 -3.20 0.1606
H -0.99 0.55 -3.37 0.0787
```

## Properties
Lowest unoccupied orbital energy in eV: -4.21
Molecular weight in g/mol: 84.1
F_max in eV/A: 5.0
Total energy in a.u.: -285.59409
HOMO in eV: -15.77
2S+1: 1
Energy relative to the best compared isomer or geometry (same formula, charge and spin) in kJ/mol: 336.4
Total charge: +1
Orbital gap in eV: 11.56

6.
Density functional theory data (wB97M-V/def2-TZVPD) for 2 unconnected molecules or ions with the total composition C4H6NO2.

```
13
Properties=species:S:1:pos:R:3:lowdin_charge:R:1
C 0.48 0.61 -0.39 -0.2691
C -0.28 1.75 -0.65 0.1700
C 0.04 1.50 0.65 0.2003
C 1.73 -1.28 0.40 0.1002
N -2.66 -0.34 -0.54 0.1101
O 1.16 -0.41 -0.65 -0.0010
O -1.60 -0.91 -0.38 -0.0486
H -0.84 2.26 -1.43 0.1490
H -3.42 -1.00 -0.47 0.0771
H 0.13 1.67 1.76 0.1640
H 2.01 -0.45 1.10 0.1156
H 2.47 -1.69 -0.23 0.1040
H 0.79 -1.72 0.83 0.1283
```

## Properties
Lowest unoccupied orbital energy in eV: -4.59
Molecular weight in g/mol: 100.1
F_max in eV/A: 4.7
Total energy in a.u.: -360.75684
HOMO in eV: -13.94
2S+1: 1
Energy relative to the best compared isomer or geometry (same formula, charge and spin) in kJ/mol: 570.0
Total charge: +1
Orbital gap in eV: 9.35

7.
Density functional theory data (wB97M-V/def2-TZVPD) for C4H6NO2P in the gas phase.

```
14
Properties=species:S:1:pos:R:3:lowdin_charge:R:1
O 2.14 -2.11 -0.65 0.1567
C 1.72 -1.35 0.14 -0.2083
C 1.53 -0.23 0.81 -0.0974
C 0.67 0.92 0.36 -0.1685
C -0.17 0.37 -0.80 -0.3003
N -1.40 -0.18 -0.35 -0.2749
P -2.84 0.59 -0.08 0.7681
O -3.79 -0.39 0.47 -0.5049
H 2.09 -0.13 1.75 0.1237
H 0.06 1.19 1.14 0.0715
H 1.36 1.66 -0.01 0.1134
H -0.57 1.13 -1.60 0.1412
H 0.49 -0.35 -1.22 0.0809
H -1.28 -1.11 0.04 0.0990
```

## Properties
Lowest unoccupied orbital energy in eV: 0.20
Molecular weight in g/mol: 131.1
F_max in eV/A: 3.8
Total energy in a.u.: -702.57344
HOMO in eV: -9.35
2S+1: 1
Energy relative to the best compared isomer or geometry (same formula, charge and spin) in kJ/mol: 165.3
SMILES: O=C=CCCNP=O
Orbital gap in eV: 9.56

8.
Density functional theory data (wB97M-V/def2-TZVPD) for a gas-phase ion, C4H6NO2S (charge -2).

```
14
Properties=species:S:1:pos:R:3:lowdin_spin:R:1
O 2.12 1.51 -0.19 0.0039
C 1.88 0.69 0.70 0.0156
N 0.85 -0.27 0.67 0.0072
C 0.01 -0.34 -0.55 0.0100
C -0.78 0.86 -0.68 0.0375
S -2.16 0.73 0.63 0.8648
C -1.07 -1.46 -0.27 0.0314
O -0.80 -2.37 0.51 0.0109
H 2.31 0.84 1.64 0.0017
H 0.46 -0.82 1.48 0.0049
H 0.75 -0.55 -1.28 0.0005
H -0.23 1.80 -0.28 0.0030
H -1.29 0.89 -1.73 0.0035
H -2.04 -1.51 -0.64 0.0050
```

## Properties
Lowest unoccupied orbital energy (alpha / beta) in eV: 5.58 / 5.42
<S²>: 0.752
Molecular weight in g/mol: 132.2
F_max in eV/A: 4.1
Total energy in a.u.: -759.30161
HOMO (alpha / beta) in eV: 3.16 / -0.15
2S+1: 2
Energy relative to the best compared isomer or geometry (same formula, charge and spin) in kJ/mol: 0.0
Total charge: -2
Orbital gap (alpha / beta) in eV: 2.42 / 5.57